# 1
This record from the Open Molecules 2025 dataset describes a structure of composition C14H42BF4O14Tl in a non-equilibrium geometry. The level of theory is ωB97M-V with the def2-TZVPD basis set.

Calculated values
**Energy relative to the best compared isomer or geometry (same formula, charge and spin)**: 0.000 eV
**E_LUMO**: -0.4593 Eh
**Kohn-Sham gap**: 1.93 eV
**HOMO energy**: -14.4296 eV
**Charge**: +2

Cartesian coordinates (Å):
1 Tl 2.626 1.199 2.765
2 F -0.060 1.306 2.351
3 F 0.290 1.100 0.092
4 F -1.619 0.217 1.054
5 F 0.522 -0.645 1.448
6 O 1.205 3.660 1.911
7 O -3.602 2.002 -0.200
8 O 0.941 -3.741 -0.132
9 O -1.217 -1.950 -3.751
10 O 4.164 -2.862 0.994
11 O 0.916 -1.140 -2.196
12 O 3.078 -0.129 0.147
13 O -5.789 2.335 1.742
14 O 1.675 1.562 -2.395
15 O -5.727 -2.258 3.332
16 O -3.218 -1.347 2.419
17 O -1.772 -2.711 -0.520
18 O 5.275 0.862 1.629
19 O 3.351 2.977 0.505
20 C -1.475 -3.115 -2.977
21 C -3.606 2.875 0.882
22 C -5.035 3.432 1.228
23 C 1.834 -2.904 0.665
24 C 1.566 0.748 -3.526
25 C 1.264 4.284 0.664
26 C 1.844 -0.751 -3.180
27 C 5.530 -0.019 0.513
28 C -2.394 -2.639 -1.812
29 C 4.353 -0.090 -0.465
30 C 3.050 -3.706 1.002
31 C -5.534 -1.253 2.403
32 C 2.653 4.137 -0.003
33 C -4.304 -1.445 1.486
34 B -0.215 0.498 1.215
35 H 4.498 -0.813 -1.273
36 H -4.243 -0.566 0.839
37 H 4.343 0.815 -1.087
38 H -4.222 -2.328 0.847
39 H 4.968 -3.316 1.264
40 H -4.977 4.231 1.963
41 H -1.937 -3.866 -3.617
42 H -0.512 -3.523 -2.670
43 H 1.812 -1.377 -4.075
44 H 3.979 2.806 -0.206
45 H 3.273 4.967 0.349
46 H 2.284 1.070 -4.282
47 H -1.751 -1.875 -4.546
48 H 1.226 1.164 -1.636
49 H -1.970 -1.883 -0.068
50 H 2.582 4.160 -1.089
51 H 1.174 5.318 1.015
52 H -6.262 2.006 0.972
53 H -5.577 3.641 0.305
54 H -3.187 2.366 1.753
55 H 0.480 4.110 -0.080
56 H 2.897 -0.830 -2.900
57 H -5.159 -2.009 4.073
58 H 2.887 -4.258 1.933
59 H 2.505 -0.544 -0.510
60 H -2.894 1.351 -0.134
61 H -3.283 -3.263 -1.690
62 H 0.593 0.888 -4.007
63 H 0.331 -3.120 -0.552
64 H 5.982 -0.941 0.880
65 H 0.074 -1.342 -2.633
66 H -2.933 3.695 0.598
67 H -5.433 -0.369 3.036
68 H 0.771 4.198 2.576
69 H -2.744 -1.637 -2.057
70 H -2.594 -0.742 1.970
71 H 1.235 -2.574 1.520
72 H 1.997 -2.116 -0.076
73 H 6.101 1.058 2.080
74 H 3.183 -4.459 0.218
75 H -6.394 -1.077 1.746
76 H 6.322 0.497 -0.038

---

# 2
This record from the Open Molecules 2025 dataset describes a structure of composition C22H34N3O3OsS2Si. The level of theory is ωB97M-V with the def2-TZVPD basis set.

Calculated values
**Energy relative to the best compared isomer or geometry (same formula, charge and spin)**: 0.000 eV
**Spin multiplicity**: 5
**E_LUMO (alpha / beta)**: -0.3716 / -0.4816 Eh
**Kohn-Sham gap (alpha / beta)**: 7.37 / 4.77 eV
**HOMO energy (alpha / beta)**: -17.4865 / -17.8714 eV
**Charge**: +3

Cartesian coordinates (Å):
1 Os 0.815 -0.177 -1.337
2 S 0.019 1.676 -5.618
3 S -0.388 -1.443 0.098
4 Si -0.788 0.452 1.077
5 O -0.492 0.480 2.617
6 O -2.087 1.184 0.540
7 O 0.465 1.199 0.064
8 N 1.400 -1.786 -2.572
9 N 0.632 0.584 -3.403
10 N 1.814 -2.677 -4.570
11 C 1.385 -1.598 -3.924
12 C 2.152 -3.645 -3.620
13 C 1.588 -0.656 3.207
14 C -4.250 0.626 -0.320
15 C 0.927 -0.332 -4.408
16 C 2.640 -4.907 -3.722
17 C 0.271 0.691 4.864
18 C 0.202 -0.267 3.691
19 C -3.934 2.499 1.329
20 C -3.682 0.114 2.071
21 C 2.587 -4.986 -1.219
22 C -3.525 1.098 0.925
23 C 1.164 2.969 1.626
24 C -0.646 -1.485 4.007
25 C 0.134 1.678 -3.920
26 C 2.859 -5.580 -2.493
27 C 0.954 2.672 0.159
28 C 2.251 2.689 -0.620
29 C -0.118 3.549 -0.449
30 C 1.872 -3.030 -2.352
31 C 2.097 -3.723 -1.125
32 C 0.654 0.105 -5.672
33 H 0.231 2.933 2.188
34 H -4.738 0.016 2.323
35 H 1.885 2.287 2.075
36 H 1.560 3.982 1.708
37 H -1.648 -1.188 4.315
38 H -0.195 -2.047 4.824
39 H -1.082 3.397 0.030
40 H -0.214 3.380 -1.521
41 H -3.367 2.832 2.199
42 H 2.174 0.224 2.938
43 H 0.853 1.578 4.613
44 H 2.855 -5.389 -4.667
45 H 1.900 -2.781 -5.573
46 H -0.177 2.528 -3.331
47 H 2.117 -1.176 4.006
48 H -5.320 0.564 -0.122
49 H -0.730 1.000 5.164
50 H -4.993 2.515 1.588
51 H 3.249 -6.591 -2.526
52 H 1.878 -3.250 -0.178
53 H -4.095 1.326 -1.141
54 H -3.902 -0.365 -0.617
55 H 2.985 2.010 -0.183
56 H -3.777 3.199 0.508
57 H 0.746 0.199 5.713
58 H 1.528 -1.332 2.351
59 H -0.722 -2.147 3.141
60 H 0.177 4.590 -0.313
61 H 0.785 -0.411 -6.612
62 H 2.778 -5.564 -0.325
63 H -3.155 0.453 2.963
64 H 2.094 2.441 -1.674
65 H 2.668 3.695 -0.584
66 H -3.322 -0.882 1.790

---

# 3
This record from the Open Molecules 2025 dataset describes a structure of composition C46H52Cl5N2O4P2Si4TcTe in a non-equilibrium geometry. The level of theory is ωB97M-V with the def2-TZVPD basis set.

Calculated values
**Energy relative to the best compared isomer or geometry (same formula, charge and spin)**: 1.437 eV
**Spin multiplicity**: 4
**E_LUMO (alpha / beta)**: -0.1157 / -0.1646 Eh
**Kohn-Sham gap (alpha / beta)**: 6.50 / 5.92 eV
**HOMO energy (alpha / beta)**: -9.6425 / -10.4014 eV
**Charge**: +1

Cartesian coordinates (Å):
1 Te 0.874 0.113 -0.420
2 Tc -1.646 -0.061 -0.118
3 Cl -6.017 2.208 -2.403
4 Cl -4.644 4.826 -3.440
5 Cl -0.033 3.368 -1.117
6 Cl -4.376 0.179 -0.739
7 Cl -1.679 5.377 -2.735
8 P 1.323 -0.164 2.454
9 P -1.393 1.108 1.961
10 Si 1.350 1.548 -4.307
11 Si 2.234 0.205 -2.614
12 Si 4.215 1.024 -1.657
13 Si 2.342 -2.065 -3.188
14 O -1.860 -1.731 1.056
15 O -1.957 -1.308 -1.672
16 O -4.603 -6.924 -0.934
17 O -4.635 -6.720 -3.079
18 N -4.378 -6.319 -1.963
19 N 0.126 1.029 2.783
20 C 4.608 0.664 5.551
21 C 5.554 1.114 -2.944
22 C -0.812 -2.994 4.496
23 C -2.869 -3.037 -2.950
24 C -0.236 -1.786 4.129
25 C 0.566 -1.721 2.991
26 C 1.523 3.374 -4.018
27 C -2.784 -3.247 -0.525
28 C -3.726 -0.093 2.974
29 C 0.635 -2.569 -3.732
30 C -2.280 0.921 4.603
31 C 4.697 -0.403 4.663
32 C 2.470 1.268 4.623
33 C -3.178 0.591 5.606
34 C 2.429 1.038 -5.742
35 C -3.411 4.592 1.527
36 C -4.355 2.508 -2.102
37 C 2.553 0.199 3.735
38 C -0.577 -4.137 3.736
39 C -1.725 2.907 1.938
40 C -3.468 -4.260 -3.028
41 C 2.823 -3.070 -1.692
42 C -1.238 5.240 2.320
43 C 3.497 1.494 5.531
44 C -3.734 -4.994 -1.856
45 C 3.678 -0.630 3.751
46 C -2.224 1.721 -1.122
47 C -4.632 -0.419 3.979
48 C -3.403 -4.512 -0.635
49 C -4.354 -0.084 5.295
50 C -2.542 0.571 3.279
51 C -2.519 5.584 1.919
52 C -3.747 3.677 -2.543
53 C -2.514 -2.477 -1.698
54 C 3.859 2.707 -0.929
55 C 0.236 -4.077 2.611
56 C 4.748 -0.113 -0.269
57 C -3.017 3.265 1.541
58 C 0.800 -2.865 2.233
59 C 3.600 -2.315 -4.541
60 C -2.406 3.903 -2.230
61 C -1.672 2.945 -1.517
62 C -0.434 1.099 -4.581
63 C -0.842 3.907 2.330
64 C -3.577 1.593 -1.411
65 C -2.441 -2.805 0.774
66 H -2.687 -3.459 1.616
67 H 5.561 -1.056 4.680
68 H 3.873 -2.919 -1.419
69 H -2.824 6.623 1.915
70 H 2.671 -4.136 -1.893
71 H -3.726 2.497 1.249
72 H -4.416 4.853 1.215
73 H 2.211 1.666 -6.613
74 H -2.966 0.869 6.631
75 H 2.262 -0.007 -6.025
76 H 0.588 -3.648 -3.925
77 H -1.025 -5.080 4.027
78 H 3.492 1.156 -5.500
79 H -3.609 -5.105 0.247
80 H 4.684 3.024 -0.281
81 H -0.409 -0.897 4.723
82 H 0.180 3.695 2.625
83 H 5.560 0.348 0.306
84 H 5.102 -1.078 -0.649
85 H 3.721 3.471 -1.701
86 H -1.010 1.225 -3.655
87 H 0.334 -2.047 -4.647
88 H -1.369 1.454 4.850
89 H 3.423 2.318 6.231
90 H 1.418 -2.806 1.346
91 H 2.202 -2.791 -0.836
92 H 5.407 0.848 6.258
93 H 0.697 3.763 -3.418
94 H -1.439 -3.047 5.378
95 H 5.707 0.145 -3.431
96 H 1.594 1.909 4.638
97 H -3.957 -0.352 1.950
98 H -5.553 -0.933 3.729
99 H 0.580 1.935 2.749
100 H -5.053 -0.344 6.081
101 H -2.658 -2.454 -3.838
102 H 0.423 -4.969 2.026
103 H -0.543 0.060 -4.908
104 H 3.917 -0.305 0.419
105 H 1.515 3.886 -4.986
106 H -0.874 1.748 -5.348
107 H -3.749 -4.685 -3.982
108 H 3.751 -1.460 3.054
109 H -0.092 -2.325 -2.949
110 H 3.910 -3.366 -4.573
111 H 5.321 1.852 -3.721
112 H 2.459 3.627 -3.511
113 H 6.498 1.407 -2.472
114 H 2.944 2.671 -0.324
115 H 3.193 -2.054 -5.524
116 H -0.536 6.009 2.624
117 H 4.496 -1.706 -4.376

---

# 4
This record from the Open Molecules 2025 dataset describes a structure of composition C4H6O2. The level of theory is ωB97M-V with the def2-TZVPD basis set.

Calculated values
**Energy relative to the best compared isomer or geometry (same formula, charge and spin)**: 4.334 eV
**E_LUMO**: 0.0131 Eh
**Kohn-Sham gap**: 8.99 eV
**HOMO energy**: -8.6298 eV
**Charge**: 0

Cartesian coordinates (Å):
1 O 0.704 1.014 0.870
2 O -2.171 -0.507 -0.209
3 C 0.208 -0.652 0.073
4 C 0.966 -1.022 -1.129
5 C -0.737 1.203 0.931
6 C -1.102 -0.067 0.166
7 H 0.870 0.138 1.329
8 H 1.025 -0.245 -1.898
9 H 0.357 -1.843 -1.542
10 H 1.959 -1.429 -0.917
11 H -0.966 2.113 0.370
12 H -1.113 1.297 1.956

---

# 5
This record from the Open Molecules 2025 dataset describes the molecule C3H4N4O in a non-equilibrium geometry. The level of theory is ωB97M-V with the def2-TZVPD basis set.

Calculated values
**Energy relative to the best compared isomer or geometry (same formula, charge and spin)**: 4.184 eV
**E_LUMO**: -0.0219 Eh
**Kohn-Sham gap**: 9.18 eV
**HOMO energy**: -9.7799 eV
**Charge**: 0
**Structure (SMILES)**: [H]/N=C(/N)c1cnno1

Cartesian coordinates (Å):
1 O -1.292 1.252 0.396
2 N -2.595 -0.487 -0.203
3 N -2.692 0.714 0.130
4 N 1.721 -0.843 0.195
5 N 1.402 1.496 -0.277
6 C -1.329 -0.878 -0.170
7 C -0.458 0.193 0.206
8 C 0.901 0.364 0.105
9 H -0.886 -1.860 -0.461
10 H 1.658 -1.424 1.170
11 H 0.794 2.251 -0.697
12 H 2.775 -0.779 -0.394

---

# 6
This record from the Open Molecules 2025 dataset describes a cluster of 2 separate species, C13H17F3N2O2 in total in a non-equilibrium geometry. The level of theory is ωB97M-V with the def2-TZVPD basis set.

Calculated values
**Energy relative to the best compared isomer or geometry (same formula, charge and spin)**: 0.000 eV
**E_LUMO**: -0.0246 Eh
**Kohn-Sham gap**: 6.23 eV
**HOMO energy**: -6.8993 eV
**Charge**: 0

Cartesian coordinates (Å):
1 F 0.806 1.281 0.827
2 F 2.025 -0.289 1.775
3 F 1.095 1.288 3.012
4 O -0.310 -1.573 1.507
5 O -7.443 -4.420 1.872
6 N -1.399 0.094 2.704
7 N -2.472 -1.683 4.907
8 C -3.930 -3.639 2.323
9 C -2.696 -1.984 3.649
10 C -2.554 0.536 1.976
11 C 0.906 0.476 1.934
12 C -3.441 -1.938 5.978
13 C -6.404 -2.558 3.071
14 C -1.164 -1.170 5.322
15 C -0.384 -0.438 2.024
16 C -8.751 -3.868 2.129
17 C -5.085 -4.281 1.937
18 C -3.968 -2.489 3.152
19 C -6.344 -3.759 2.323
20 C -5.234 -1.941 3.481
21 H -2.401 1.540 1.529
22 H -5.084 -5.178 1.321
23 H -4.197 -1.142 6.051
24 H -8.873 -2.866 1.688
25 H -2.863 -1.935 6.908
26 H -1.144 -1.151 6.412
27 H -3.405 0.621 2.677
28 H -7.380 -2.112 3.286
29 H -1.804 -2.143 3.023
30 H -9.415 -4.577 1.643
31 H -2.959 -4.053 2.050
32 H -1.027 -0.159 4.920
33 H -0.371 -1.823 4.927
34 H -3.941 -2.909 5.836
35 H -2.836 -0.163 1.164
36 H -8.946 -3.825 3.210
37 H -5.307 -1.022 4.070

---

# 7
This record from the Open Molecules 2025 dataset describes a structure of composition C10H34BO13PdS2 in a non-equilibrium geometry. The level of theory is ωB97M-V with the def2-TZVPD basis set.

Calculated values
**Spin multiplicity**: 3
**E_LUMO (alpha / beta)**: 0.2078 / 0.2078 Eh
**Kohn-Sham gap (alpha / beta)**: 4.00 / 3.98 eV
**HOMO energy (alpha / beta)**: 1.6523 / 1.6757 eV
**Charge**: -3

Cartesian coordinates (Å):
1 Pd -12.890 -18.183 23.759
2 S -13.651 -20.792 25.921
3 S -11.076 -20.787 22.073
4 O -15.524 -21.115 21.305
5 O -17.816 -16.017 19.245
6 O -12.127 -16.826 21.948
7 O -13.460 -19.378 25.350
8 O -11.715 -19.543 22.669
9 O -14.392 -20.602 27.211
10 O -10.142 -21.429 23.008
11 O -17.336 -19.884 24.330
12 O -12.112 -21.735 21.671
13 O -14.490 -21.564 25.020
14 O -12.325 -21.344 26.194
15 O -13.821 -16.291 24.771
16 O -10.333 -20.236 20.897
17 C -11.287 -15.691 21.972
18 C -11.865 -14.581 21.088
19 C -16.192 -21.044 18.916
20 C -19.193 -18.335 24.714
21 C -18.636 -19.541 23.948
22 C -14.308 -16.331 26.121
23 C -16.589 -21.203 20.389
24 C -18.458 -16.708 21.492
25 C -15.755 -15.885 26.107
26 C -17.337 -16.352 20.536
27 B -15.146 -18.312 22.648
28 H -11.233 -13.698 20.963
29 H -16.328 -16.427 25.352
30 H -12.093 -14.966 20.095
31 H -19.742 -18.645 25.613
32 H -10.955 -15.510 22.993
33 H -16.242 -15.984 27.080
34 H -15.990 -18.023 23.429
35 H -10.347 -15.952 21.460
36 H -18.432 -17.635 25.052
37 H -16.721 -19.283 23.855
38 H -19.234 -20.437 24.145
39 H -15.927 -14.838 25.807
40 H -11.947 -17.340 21.151
41 H -16.687 -15.575 20.971
42 H -15.706 -21.964 18.585
43 H -13.650 -15.739 26.766
44 H -15.456 -20.149 21.470
45 H -17.114 -15.937 18.597
46 H -14.503 -19.211 23.086
47 H -15.603 -20.140 18.783
48 H -17.122 -21.011 18.331
49 H -13.989 -15.393 24.471
50 H -17.271 -20.371 20.638
51 H -14.266 -17.364 26.473
52 H -19.237 -17.305 21.017
53 H -16.583 -17.150 20.525
54 H -12.808 -14.252 21.537
55 H -14.482 -17.355 22.415
56 H -17.136 -22.137 20.549
57 H -18.884 -15.836 21.984
58 H -15.654 -18.723 21.664
59 H -20.016 -17.836 24.182
60 H -17.973 -17.375 22.208
61 H -18.656 -19.426 22.855

---

# 8
This record from the Open Molecules 2025 dataset describes a structure of composition C37H40CeN6O4Si in a non-equilibrium geometry. The level of theory is ωB97M-V with the def2-TZVPD basis set.

Calculated values
**Energy relative to the best compared isomer or geometry (same formula, charge and spin)**: 2.528 eV
**Spin multiplicity**: 2
**E_LUMO (alpha / beta)**: 0.0726 / 0.0726 Eh
**Kohn-Sham gap (alpha / beta)**: 5.98 / 6.08 eV
**HOMO energy (alpha / beta)**: -4.0011 / -4.1077 eV
**Charge**: -1

Cartesian coordinates (Å):
1 Ce 0.470 1.037 0.689
2 Si -0.050 -2.161 -0.963
3 O 0.149 3.141 -0.481
4 O -1.617 1.502 0.696
5 O 2.061 2.233 -0.227
6 O -0.424 0.388 2.979
7 N 5.806 -3.245 3.619
8 N 1.320 3.269 -0.038
9 N -0.700 3.029 2.216
10 N 3.452 0.372 1.546
11 N 0.635 2.869 2.186
12 N 0.213 0.407 -2.139
13 C 2.316 -5.468 -1.904
14 C -0.326 -0.142 5.323
15 C -2.850 4.720 1.818
16 C -1.615 2.566 1.404
17 C 3.809 -0.687 2.247
18 C -5.149 4.954 1.170
19 C -2.712 -2.202 0.158
20 C 1.384 2.541 3.216
21 C -1.951 -2.305 -1.001
22 C -4.074 -2.451 0.142
23 C 4.395 1.001 0.837
24 C 0.052 0.699 4.110
25 C 1.848 -4.194 -1.641
26 C 0.066 -6.255 -2.007
27 C -4.013 2.875 0.817
28 C 0.993 1.317 -2.982
29 C 0.645 1.246 -4.473
30 C -0.839 1.543 -4.670
31 C -4.708 -2.794 -1.041
32 C 6.098 -0.528 1.509
33 C 2.752 3.186 3.241
34 C -1.210 0.710 -2.329
35 C 5.465 -2.327 3.015
36 C -2.613 -2.624 -2.185
37 C 5.117 -1.194 2.262
38 C 0.748 -1.507 0.570
39 C -2.851 3.400 1.377
40 C 0.982 1.714 4.298
41 C -0.389 -4.979 -1.731
42 C -3.991 5.490 1.713
43 C 1.423 -6.510 -2.087
44 C 5.721 0.589 0.797
45 C -5.159 3.642 0.726
46 C -3.975 -2.860 -2.213
47 C -1.674 0.619 -3.790
48 C 0.488 -3.914 -1.545
49 C 0.539 -1.001 -2.402
50 H 0.348 -1.973 1.477
51 H -5.770 -3.004 -1.049
52 H -0.642 -7.060 -2.149
53 H 0.180 -1.329 -3.385
54 H -1.451 -4.803 -1.663
55 H -1.380 1.733 -1.965
56 H 0.889 0.259 -4.872
57 H 2.925 3.696 2.297
58 H -2.730 0.889 -3.844
59 H 3.034 -1.162 2.836
60 H 6.446 1.140 0.217
61 H -3.977 6.518 2.049
62 H 3.381 -5.657 -1.955
63 H -2.049 -2.705 -3.105
64 H -1.943 5.126 2.234
65 H 2.779 3.923 4.044
66 H -6.042 5.558 1.077
67 H -4.651 -2.385 1.056
68 H 1.781 -7.510 -2.286
69 H -3.989 1.859 0.451
70 H 1.630 -1.073 -2.448
71 H 0.302 -1.032 5.375
72 H 1.821 -1.744 0.546
73 H -4.466 -3.103 -3.146
74 H 2.053 1.102 -2.825
75 H -1.581 -0.408 -4.147
76 H 4.055 1.863 0.283
77 H -6.064 3.221 0.304
78 H -1.801 0.032 -1.710
79 H 7.117 -0.887 1.507
80 H 2.554 -3.388 -1.497
81 H 0.802 2.337 -2.636
82 H -0.198 0.432 6.236
83 H 3.541 2.459 3.422
84 H 1.253 1.977 -5.010
85 H -1.359 -0.465 5.241
86 H -1.113 1.420 -5.723
87 H 1.527 1.769 5.230
88 H -2.230 -1.922 1.083
89 H -1.040 2.578 -4.386